Entry 1:
Here is a structure of composition C35H27GeN2O2Pt from the OMol25 dataset. Energies are from the ωB97M-V functional and the def2-TZVPD basis.

Output
Relative energy (zero: lowest compared OMol25 entry of this formula, charge and spin)   195.3 kJ/mol
Total charge   +2
Frontier orbital gap (alpha / beta)   0.1953 / 0.1953 Ha
Multiplicity   2

Positions of all 68 atoms, in Å:
C: -0.25 -3.30 2.36
N: -0.28 -2.00 1.91
C: -3.87 2.32 -1.63
H: 0.53 2.36 -0.42
H: -3.60 -3.76 2.80
C: -1.55 2.44 -0.94
H: 7.76 -2.95 -1.24
H: -0.05 1.10 -1.63
Pt: 1.39 -0.71 1.44
H: -2.35 1.02 -2.37
C: -1.40 -5.29 3.17
C: 5.57 -0.36 -3.12
H: 1.89 -3.46 2.28
O: -2.42 0.58 0.91
H: -3.39 4.81 0.68
H: 1.96 0.40 -1.92
C: 4.38 0.93 2.58
C: 1.00 -5.26 2.98
C: 5.88 -1.98 -1.33
H: 1.94 -5.78 3.10
C: 2.97 0.19 -2.24
C: -0.29 1.93 -0.99
C: 3.55 -1.14 1.58
C: -1.45 -3.96 2.69
C: -2.67 -1.98 2.09
C: 6.89 -0.64 -3.55
C: 5.05 -1.05 -2.00
H: -3.57 -1.40 1.95
C: 0.98 -3.98 2.52
C: 3.81 0.26 1.50
C: -1.85 3.53 -0.07
H: -4.67 1.89 -2.21
H: -2.33 -5.79 3.42
C: 4.77 0.61 -3.77
H: 5.52 -2.49 -0.44
H: 4.56 1.99 2.52
Ge: 2.98 -1.83 -0.17
C: -2.59 1.85 -1.72
H: 3.76 -2.90 2.84
H: 2.22 -3.68 -1.64
H: 5.21 0.74 4.54
C: 7.65 -1.56 -2.90
C: 3.51 0.89 -3.34
C: 4.55 -1.16 3.79
C: -1.44 -1.39 1.78
H: 1.83 -4.10 0.05
C: 7.14 -2.24 -1.76
N: -6.56 4.24 -0.54
O: -0.22 0.59 1.27
C: -0.20 -5.93 3.31
C: -2.67 -3.27 2.55
C: 4.74 0.22 3.71
H: 8.66 -1.78 -3.23
C: 2.58 -3.66 -0.60
H: 5.18 1.13 -4.62
H: 3.66 0.78 0.56
H: 2.91 1.64 -3.85
C: -5.48 3.86 -0.63
H: 7.28 -0.12 -4.41
H: -1.06 3.96 0.53
H: 4.86 -1.71 4.67
H: 3.50 -4.25 -0.56
C: -1.40 0.03 1.27
C: 3.93 -1.83 2.75
C: -3.13 4.00 0.02
C: 3.72 -0.76 -1.58
C: -4.13 3.38 -0.75
H: -0.16 -6.95 3.68

Entry 2:
Here is an isolated molecule of C5H6O3 at a distorted geometry from the OMol25 dataset. Energies are from the ωB97M-V functional and the def2-TZVPD basis.

Output
Relative energy (zero: lowest compared OMol25 entry of this formula, charge and spin)   109.6 kJ/mol
SMILES string   Cc1cc(O)c(O)o1
Frontier orbital gap   0.2938 Ha

Positions of all 14 atoms, in Å:
C: -0.06 -1.05 -0.19
H: -2.44 -2.11 0.05
C: -1.35 -0.55 -0.12
C: 0.82 0.02 -0.09
H: 0.22 -2.11 -0.27
H: 2.76 0.77 -0.71
H: -1.87 2.63 0.32
O: -2.16 1.79 -0.11
C: 2.34 0.12 0.07
O: 0.13 1.16 -0.05
O: -2.53 -1.17 0.12
H: 2.75 -0.88 0.00
C: -1.23 0.84 -0.02
H: 2.61 0.55 1.01

Entry 3:
Here is an isolated molecule of C3H4ClI at a distorted geometry from the OMol25 dataset. Energies are from the ωB97M-V functional and the def2-TZVPD basis.

Output
Relative energy (zero: lowest compared OMol25 entry of this formula, charge and spin)   53.0 kJ/mol
SMILES string   C/C(I)=C/Cl
Frontier orbital gap   0.3558 Ha

Positions of all 9 atoms, in Å:
C: 0.90 0.99 0.02
C: -0.37 -1.34 -0.14
C: -0.44 -0.03 0.04
I: -2.17 1.12 0.08
H: 0.75 1.95 -0.46
H: 0.60 -1.75 0.07
H: 0.99 1.13 1.08
Cl: -1.76 -2.32 -0.12
H: 1.51 0.24 -0.58

Entry 4:
Here is the ion C23H15Cl3NO4S with charge -1 at a distorted geometry from the OMol25 dataset. Energies are from the ωB97M-V functional and the def2-TZVPD basis.

Output
Relative energy (zero: lowest compared OMol25 entry of this formula, charge and spin)   186.1 kJ/mol
Total charge   -1
Frontier orbital gap   0.2115 Ha

Positions of all 47 atoms, in Å:
Cl: 4.82 2.04 2.17
H: 4.62 4.42 3.20
C: -3.21 -2.14 -4.81
C: 1.14 -4.00 1.54
C: -1.65 -4.08 1.40
H: 0.97 -1.96 0.85
C: 0.39 3.28 1.55
C: 3.21 2.56 1.83
H: -2.63 1.18 -5.21
C: -1.60 -1.36 -3.19
C: -1.75 -1.68 0.68
H: 1.01 -6.04 2.27
Cl: 0.86 2.84 -1.04
C: 3.60 4.70 3.05
S: -0.47 -1.68 -1.85
H: -2.73 -4.05 1.37
H: -1.14 0.76 -3.26
C: -1.11 -0.77 -0.41
C: 0.44 -2.89 1.09
C: 1.41 4.18 2.22
H: -1.51 -6.09 2.13
H: -1.89 -0.13 -0.89
O: 0.72 -0.95 -2.16
C: -0.95 -2.90 1.04
O: -0.45 -3.14 -1.75
H: 1.29 7.16 3.64
C: -0.96 -5.20 1.84
Cl: -0.17 0.44 0.59
H: -3.81 -2.96 -5.20
C: 1.73 6.19 3.33
H: 3.73 6.65 4.01
H: 2.80 0.90 0.58
H: 2.23 -3.97 1.57
H: -2.34 -3.38 -3.25
O: -2.78 -1.40 1.24
C: -2.38 -2.40 -3.72
C: -2.55 0.17 -4.81
C: 2.77 3.81 2.37
C: -3.28 -0.87 -5.37
C: -1.70 -0.06 -3.72
C: 3.12 5.91 3.54
O: -0.76 3.37 1.62
C: 2.39 1.79 1.00
N: 0.94 5.35 2.67
C: 1.07 2.25 0.60
H: -3.91 -0.69 -6.24
C: 0.45 -5.18 1.92

Entry 5:
Here is a cluster of 11 separate species, C4H30N2O12 in total at a distorted geometry from the OMol25 dataset. Energies are from the ωB97M-V functional and the def2-TZVPD basis.

Output
Relative energy (zero: lowest compared OMol25 entry of this formula, charge and spin)   276.6 kJ/mol
SMILES string   NC(=O)[C@H](N)CCO.O.O.O.O.O.O.O.O.O.O
Frontier orbital gap   0.3697 Ha

Positions of all 48 atoms, in Å:
H: 1.09 -0.03 -1.02
H: -0.85 -0.21 -2.73
O: -2.79 2.69 2.17
H: 0.78 -4.21 -0.44
H: 1.09 1.78 -0.79
O: -0.08 0.18 -3.17
C: -2.18 1.66 1.97
H: -3.79 0.49 2.18
H: -2.10 -2.08 0.84
N: -0.45 3.03 1.00
H: -0.18 -0.31 -4.00
C: -0.42 0.66 0.41
O: -3.72 -0.70 -2.19
C: 0.89 0.80 -0.35
O: 2.02 0.64 0.62
H: 1.56 -0.65 2.12
H: -4.00 -1.56 -1.86
H: 2.99 -2.65 -3.16
O: -2.40 -2.73 0.20
H: -1.51 -3.09 0.00
H: 2.28 1.53 0.89
N: -2.80 0.45 2.03
H: 2.27 -3.54 -2.08
H: -0.47 -1.83 2.91
H: 0.57 2.12 -4.45
H: -0.73 3.75 1.65
H: 3.05 -0.68 0.12
O: 1.30 -0.51 3.04
H: 1.98 0.09 3.37
H: -0.56 -3.20 2.24
H: -3.07 -0.51 -1.50
O: 2.31 4.04 0.10
H: -0.60 -0.36 0.74
O: 3.34 -1.59 -0.11
H: 1.71 4.74 0.39
H: 0.38 -2.76 -0.76
H: -1.16 0.81 -0.41
O: 2.15 -3.03 -2.88
O: 0.87 2.76 -3.80
H: 0.27 2.69 -3.05
O: -1.08 -2.56 2.73
H: 0.01 1.44 2.34
H: 3.96 -1.87 0.58
C: -0.68 1.69 1.53
H: -1.04 3.20 0.19
O: 0.27 -3.47 -0.11
H: -2.27 -0.41 2.06
H: 1.78 3.30 0.43

Entry 6:
Here is a structure of composition C27H30N10O2RuS2SeSi at a distorted geometry from the OMol25 dataset. Energies are from the ωB97M-V functional and the def2-TZVPD basis.

Output
Relative energy (zero: lowest compared OMol25 entry of this formula, charge and spin)   77.6 kJ/mol
Total charge   +1
Frontier orbital gap (alpha / beta)   0.2906 / 0.2669 Ha
Multiplicity   2

Positions of all 74 atoms, in Å:
H: -2.13 1.27 -1.48
C: 2.00 3.28 1.50
N: -2.16 0.40 1.04
H: -0.61 -6.29 -2.23
C: -3.15 1.08 -1.13
N: -0.50 -2.02 0.09
H: -4.10 0.91 3.71
O: -0.05 1.58 -0.70
C: -3.65 0.84 2.73
O: 0.36 1.57 1.68
N: 0.20 -5.72 -2.38
H: 2.27 1.92 3.12
C: 3.59 3.63 3.23
H: 5.22 -1.41 2.68
C: 2.38 4.46 0.87
C: 2.59 2.85 2.68
H: 2.08 -4.03 -2.59
H: 4.06 3.31 4.15
H: -3.78 1.92 -1.42
N: -0.30 -0.78 2.58
H: 4.02 1.41 -3.71
Ru: -0.08 -0.10 0.66
Si: 4.93 -0.15 0.55
H: 6.71 -1.71 -0.20
H: 5.00 2.33 0.66
C: -0.63 -3.07 -0.38
H: 6.49 1.70 -0.06
C: 0.82 -0.59 -4.58
Se: -1.10 -1.43 -3.23
C: 3.39 5.21 1.44
C: 1.10 -0.23 -3.20
C: 0.28 -4.54 -1.76
H: 5.01 1.77 -1.02
N: -0.74 -4.22 -0.95
H: 2.47 -2.14 3.80
H: 0.90 -6.03 -3.04
H: -2.13 -0.09 5.29
H: 5.11 -2.36 -0.56
H: 1.40 -2.85 -1.52
C: 2.28 0.52 -2.90
C: -1.41 -0.24 3.23
C: -2.44 0.35 2.39
H: 3.70 6.13 0.96
C: 1.69 -2.22 3.04
C: 5.45 -0.40 2.34
H: 1.52 -0.51 -6.63
C: 3.10 -0.28 0.46
N: 0.99 2.45 0.91
C: 1.88 -0.34 0.47
H: 2.10 -1.89 2.08
H: 1.40 -3.27 2.97
H: 4.94 0.30 2.99
C: -1.40 -0.42 4.57
S: -4.46 1.38 1.33
H: 2.48 0.79 -1.87
C: 2.86 0.46 -5.27
H: 1.89 4.77 -0.05
H: 3.57 0.75 -6.03
N: -0.31 -1.24 -4.80
H: -3.53 0.18 -1.61
C: 3.12 0.84 -3.92
C: 1.74 -0.23 -5.61
H: 4.78 5.40 3.06
C: 5.71 -1.45 -0.55
H: 5.80 -1.10 -1.58
C: 5.41 1.58 -0.02
H: 6.53 -0.25 2.46
C: 0.51 -1.40 3.41
C: -3.14 0.91 0.35
N: 0.19 -0.61 -2.31
S: -0.02 -1.32 5.03
N: 1.34 -3.76 -1.97
N: 0.75 2.49 -0.32
C: 3.99 4.80 2.62

Entry 7:
Here is an isolated molecule of C5H9NO2 at a distorted geometry from the OMol25 dataset. Energies are from the ωB97M-V functional and the def2-TZVPD basis.

Output
Relative energy (zero: lowest compared OMol25 entry of this formula, charge and spin)   289.7 kJ/mol
Frontier orbital gap (alpha / beta)   0.2762 / 0.2752 Ha

Positions of all 17 atoms, in Å:
C: 0.17 0.33 0.43
C: -0.52 1.57 0.91
H: -0.78 2.21 0.07
H: 1.73 -1.11 0.79
H: 0.12 2.13 1.59
H: -2.22 -1.17 -1.44
H: -2.30 0.49 -0.71
H: 2.26 0.58 0.83
H: 1.29 -0.07 -1.66
H: -1.46 1.34 1.44
O: -0.21 -2.66 -1.25
O: 1.23 -1.03 -1.78
N: -0.53 -0.55 -0.29
C: 0.12 -1.52 -1.20
C: 1.45 -0.10 1.08
H: 1.34 -0.07 2.16
C: -1.69 -0.36 -0.96

Entry 8:
Here is a structure of composition C24H28As2CoN3O6 from the OMol25 dataset. Energies are from the ωB97M-V functional and the def2-TZVPD basis.

Output
Relative energy (zero: lowest compared OMol25 entry of this formula, charge and spin)   103.0 kJ/mol
Total charge   +1
Frontier orbital gap (alpha / beta)   0.2875 / 0.3257 Ha
Multiplicity   2

Positions of all 64 atoms, in Å:
H: 2.51 2.07 -1.60
C: -0.34 -5.23 -1.74
H: 3.79 -2.91 -0.10
H: 1.47 -2.06 2.89
H: 4.86 3.34 2.31
C: 4.06 1.66 1.23
H: 0.43 -3.24 -1.61
C: -4.73 3.79 -0.66
H: -0.06 5.40 -0.80
C: 1.54 2.49 -1.38
C: -0.45 -3.86 -1.57
H: -1.50 1.37 -0.94
H: 0.93 2.08 3.44
H: 4.32 -1.91 1.28
H: -3.30 2.62 -1.66
C: -0.71 2.11 -1.02
H: 4.52 -1.02 -2.17
O: -4.96 -5.74 -1.23
C: -1.70 -3.28 -1.35
N: 0.52 1.62 -1.24
C: -1.47 -6.03 -1.71
O: -3.75 -7.48 -1.62
C: 1.84 0.96 1.85
H: -1.15 0.94 3.23
N: -3.38 3.35 -0.97
H: 4.42 0.73 -1.93
N: -3.90 -6.29 -1.45
C: 2.98 0.81 1.06
H: -3.80 -3.64 -1.12
H: 2.22 4.51 -1.35
O: -5.54 2.77 -1.18
H: -4.92 4.76 -1.13
C: 1.80 1.96 2.81
H: -4.82 3.90 0.42
C: 0.11 4.35 -0.96
O: -2.83 -1.37 -0.52
C: 3.48 -2.15 0.62
H: 2.84 3.60 3.72
H: -0.30 -2.18 3.01
As: 0.32 -0.23 1.55
H: -1.30 1.71 1.63
C: 4.48 -0.23 -1.42
C: -2.69 -5.43 -1.49
C: 4.01 2.67 2.18
C: -2.83 -4.07 -1.30
C: -0.95 3.46 -0.87
C: -1.87 -1.80 -1.11
H: -2.10 0.16 1.94
Co: 0.64 -0.39 -0.86
C: -1.22 0.76 2.16
H: 0.58 -0.93 3.92
H: 0.63 -5.68 -1.91
H: -6.47 2.99 -1.04
H: 2.66 -2.55 1.20
H: -1.41 -7.10 -1.86
C: 2.89 2.82 2.98
H: 4.95 1.55 0.61
O: -0.89 -1.03 -1.57
C: -2.31 4.00 -0.48
O: -2.39 4.96 0.26
C: 1.37 3.85 -1.25
H: 5.38 -0.28 -0.81
C: 0.55 -1.49 2.99
As: 2.93 -0.55 -0.32